This record from OMol25 describes a cluster of 2 separate species, C3H10NO2 in total at a distorted geometry. The level of theory is ωB97M-V/def2-TZVPD.

Positions of all 16 atoms, in Å:
C (-0.45490, 0.93510, -1.04441)
C (-0.59434, 0.99499, 0.47857)
C (0.67552, 0.64837, 1.27124)
O (1.58717, 1.28192, 1.05019)
N (0.35041, -0.28143, -1.55047)
H (-0.17019, 1.97502, -1.59884)
H (-1.69599, 0.96789, -1.24717)
H (-1.41127, 0.73564, 0.98655)
H (-0.68273, 2.05522, 0.82977)
H (0.73480, -0.25057, 1.81440)
H (1.41898, -0.00900, -1.70610)
H (-0.04485, -0.51721, -2.34447)
H (0.14960, -1.09400, -0.85583)
H (-0.30003, -3.10780, 0.99061)
H (0.59555, -2.12945, 1.77443)
O (-0.15774, -2.20468, 1.15153)

Forces on atoms 1 to 3 (eV/Å):
C -3.9 3.0 -0.4
C 3.8 3.1 0.5
C -5.5 -2.7 -1.3

Calculated values
**Net charge**: +1
**Relative energy (zero: lowest compared OMol25 entry of this formula, charge and spin)**: 86.4 kcal/mol
**2S+1**: 1
**Total energy**: -8848.5920 eV

Results of the natural (NBO) charge analysis, in e, for atoms 1 through 4:
1 C -0.276
2 C -0.578
3 C 0.453
4 O -0.477



This record from OMol25 describes a cluster of 2 separate species, C22H19BINO7S in total at a distorted geometry. The level of theory is ωB97M-V/def2-TZVPD.

Positions of all 52 atoms, in Å:
C (0.39903, -2.33435, -0.85320)
C (-0.86462, -2.39693, -1.72908)
C (-2.16117, -2.36788, -0.93506)
I (-2.10101, -3.82567, 0.68173)
C (-3.39186, -2.64470, -1.81340)
N (-3.63994, -4.09414, -1.97757)
C (-3.06862, -4.71807, -2.84945)
S (-2.54109, -5.49432, -4.09031)
O (-3.38263, -2.04887, -3.10121)
C (-4.70550, -1.99158, -3.48317)
O (-5.08841, -1.74226, -4.57110)
O (-5.51311, -2.26945, -2.41377)
C (-4.65284, -2.02316, -1.24399)
B (-4.71381, -0.42712, -1.11834)
O (-3.64799, 0.34748, -1.48223)
O (-5.84658, 0.21184, -0.70933)
C (-6.70336, -0.45992, 0.22460)
H (0.20815, -1.79512, 0.07430)
H (1.20438, -1.80354, -1.35926)
H (0.77760, -3.32597, -0.61922)
H (-0.80015, -3.30668, -2.32829)
H (-0.82190, -1.54322, -2.40530)
H (-2.25136, -1.42131, -0.41336)
H (-4.97809, -2.57652, -0.36712)
H (-3.70534, 1.18601, -1.00468)
H (-7.33998, -1.17323, -0.29743)
H (-7.34067, 0.27761, 0.70373)
H (-6.12076, -0.95711, 0.99903)
C (2.37622, 0.13902, 4.28902)
C (2.79170, 1.23762, 5.03446)
C (3.39232, 2.31628, 4.40804)
C (3.58975, 2.29754, 3.03313)
C (3.19097, 1.18631, 2.28776)
C (2.57559, 0.11257, 2.91941)
C (3.42959, 1.12346, 0.81816)
O (3.07562, 0.15983, 0.17139)
C (4.11934, 2.27360, 0.16955)
C (4.40000, 2.21582, -1.18982)
C (5.02892, 3.28091, -1.81136)
C (5.37361, 4.41245, -1.07944)
C (5.10047, 4.47375, 0.27639)
C (4.48032, 3.40295, 0.90750)
C (4.22233, 3.47543, 2.37382)
O (4.52134, 4.46182, 3.01282)
H (1.90016, -0.69955, 4.78006)
H (2.64453, 1.25124, 6.10636)
H (3.71308, 3.17576, 4.98031)
H (2.25992, -0.74031, 2.33413)
H (4.12636, 1.33469, -1.75358)
H (5.25087, 3.23236, -2.86925)
H (5.85952, 5.24619, -1.56888)
H (5.36910, 5.34840, 0.85247)

Forces on atoms 1 to 3 (eV/Å):
C 0.0 0.2 -0.1
C 0.8 -0.2 0.4
C 0.5 -0.3 -0.6

Calculated values
**SMILES**: CC[C@H](I)[C@]1(N=C=S)OC(=O)O[C@@H]1B(O)OC.O=C1c2ccccc2C(=O)c2ccccc21
**2S+1**: 1
**Total energy**: -58559.5494 eV

Results of the natural (NBO) charge analysis, in e, for atoms 1 through 4:
1 C -0.610
2 C -0.454
3 C -0.277
4 I 0.093



This record from OMol25 describes a cluster of 2 separate species, C4H8N2 in total at a distorted geometry. The level of theory is ωB97M-V/def2-TZVPD.

Positions of all 14 atoms, in Å:
C (0.22682, -1.63023, -0.26872)
N (-0.20587, -0.30509, 0.19600)
C (0.21594, 0.09506, 1.37181)
C (-0.88305, 0.43094, -0.72219)
C (-1.35763, 1.70654, -0.37818)
N (-1.74587, 2.75688, -0.05621)
H (1.14453, -1.51411, -0.85031)
H (-0.55583, -2.06589, -0.89026)
H (0.40272, -2.27226, 0.59338)
H (-0.02246, 1.09806, 1.69959)
H (1.75505, 1.35435, -0.12552)
H (0.78111, -0.59177, 1.98485)
H (-1.11540, -0.02492, -1.67109)
H (1.39863, 1.45855, -0.77710)

Forces on atoms 1 to 3 (eV/Å):
C 0.0 -0.1 0.0
N 0.1 0.1 0.1
C -0.1 0.0 -0.1

Calculated values
**Relative energy (zero: lowest compared OMol25 entry of this formula, charge and spin)**: 71.4 kcal/mol
**2S+1**: 1
**Total energy**: -7254.7789 eV

Results of the natural (NBO) charge analysis, in e, for atoms 1 through 4:
1 C -0.404
2 N -0.207
3 C -0.235
4 C -0.328



This record from OMol25 describes a cluster of 2 separate species, C48H47N4S in total at a distorted geometry. The level of theory is ωB97M-V/def2-TZVPD.

Positions of all 100 atoms, in Å:
C (1.51254, 2.56527, -7.63273)
C (2.56871, 2.53379, -6.71461)
C (2.30434, 2.35066, -5.35865)
C (0.99473, 2.19137, -4.91445)
C (0.81169, 1.96898, -3.41353)
C (0.67703, 0.50435, -3.03296)
C (0.79907, 0.15673, -1.68650)
C (0.74003, -1.17784, -1.28885)
C (0.46886, -2.17053, -2.24323)
C (0.31197, -1.81968, -3.58627)
C (0.40208, -0.48538, -3.98428)
C (-0.36002, 2.73965, -2.78356)
C (-0.53928, 4.14938, -3.31335)
C (-1.74206, 4.80366, -2.69633)
N (-1.81482, 4.47409, -1.27112)
C (-2.60568, 5.21721, -0.38637)
C (-2.48817, 4.75627, 0.92640)
C (-3.14881, 5.42346, 1.95125)
C (-3.90252, 6.56663, 1.64940)
C (-4.00296, 7.02310, 0.32432)
C (-3.34398, 6.34757, -0.70761)
S (-1.42019, 3.37260, 1.02730)
C (-1.07274, 3.47200, -0.70573)
N (-0.19984, 2.73255, -1.31358)
C (-0.06777, 2.19015, -5.82295)
C (0.20070, 2.37360, -7.19001)
H (1.71559, 2.73029, -8.69373)
H (3.59838, 2.66446, -7.04115)
H (3.11282, 2.33481, -4.62584)
H (1.73129, 2.35810, -2.93889)
H (0.89643, 0.96439, -0.95681)
H (0.89360, -1.42659, -0.23927)
H (0.38351, -3.21371, -1.93946)
H (0.11553, -2.57712, -4.34388)
H (0.24971, -0.21017, -5.02875)
H (-1.28943, 2.18426, -3.05355)
H (0.37315, 4.72704, -3.10713)
H (-0.66504, 4.13048, -4.39822)
H (-1.69367, 5.88737, -2.81733)
H (-2.64380, 4.44663, -3.20774)
H (-3.05656, 5.03085, 2.96265)
H (-4.41194, 7.10535, 2.44731)
H (-4.59070, 7.90929, 0.09198)
H (-3.37401, 6.69410, -1.74674)
H (-1.09676, 2.03905, -5.48046)
H (-0.62894, 2.37830, -7.90065)
C (0.72833, -4.04169, 12.80417)
N (2.15662, -3.78303, 12.74180)
C (2.75857, -3.72202, 14.06013)
C (2.83572, -3.55540, 11.57831)
C (4.24279, -3.30392, 11.55040)
C (4.89868, -2.99161, 10.36998)
C (4.21779, -2.93320, 9.12713)
C (4.85704, -2.50421, 7.88443)
C (5.99442, -1.66499, 7.87672)
C (6.74543, -1.31400, 6.75141)
C (8.13769, -0.96065, 6.85386)
C (8.96260, -0.84578, 5.69718)
C (10.29486, -0.46851, 5.81114)
C (10.85881, -0.22228, 7.07546)
C (10.07980, -0.39965, 8.22516)
C (8.74825, -0.78052, 8.12050)
C (4.25711, -2.88130, 6.60717)
C (4.10481, -1.92592, 5.58143)
C (3.47874, -2.23042, 4.38953)
C (3.10400, -3.57011, 4.10966)
N (2.57239, -3.89693, 2.89472)
C (2.54991, -5.25412, 2.39709)
C (1.95792, -2.91730, 2.02431)
C (3.31900, -4.56221, 5.10998)
C (3.84023, -4.20969, 6.34356)
C (2.83344, -3.25492, 9.15313)
C (2.15846, -3.53476, 10.32438)
H (0.32807, -4.34867, 11.83770)
H (0.53563, -4.84629, 13.52862)
H (0.17503, -3.15226, 13.14955)
H (3.75173, -3.26961, 14.03289)
H (2.11511, -3.12887, 14.72775)
H (2.84043, -4.72994, 14.49803)
H (4.82405, -3.34597, 12.47216)
H (5.97435, -2.82088, 10.38133)
H (6.30778, -1.30798, 8.86295)
H (6.38490, -1.42322, 5.73250)
H (8.51931, -1.05925, 4.72301)
H (10.91608, -0.38109, 4.91466)
H (11.90518, 0.07235, 7.16750)
H (10.50897, -0.26362, 9.22303)
H (8.16172, -0.93990, 9.02557)
H (4.50016, -0.91492, 5.71288)
H (3.33697, -1.44052, 3.65026)
H (3.28027, -5.87295, 2.92703)
H (1.55528, -5.70910, 2.51478)
H (2.80347, -5.25569, 1.32892)
H (1.74367, -1.99694, 2.57769)
H (2.60561, -2.66336, 1.17159)
H (1.01438, -3.31415, 1.62222)
H (3.05575, -5.60147, 4.90889)
H (3.98875, -4.98213, 7.10123)
H (2.26582, -3.25106, 8.22125)
H (1.08750, -3.71571, 10.26628)

Forces on atoms 1 to 3 (eV/Å):
C 0.1 -0.1 0.1
C -0.2 0.1 0.0
C -0.1 0.1 -0.5

Calculated values
**Net charge**: +1
**Relative energy (zero: lowest compared OMol25 entry of this formula, charge and spin)**: 0.0 kcal/mol
**2S+1**: 1
**Total energy**: -67327.9507 eV

Results of the Mulliken charge analysis, in e, for atoms 1 through 4:
1 C -0.497
2 C -0.686
3 C -0.416
4 C -0.146



This record from OMol25 describes a structure of composition C6Cl8SeSiTc. The level of theory is ωB97M-V/def2-TZVPD.

Positions of all 17 atoms, in Å:
Tc (0.46664, -0.86489, 0.29741)
Cl (-2.07016, -1.70500, 1.06513)
C (-1.90149, -0.05784, 1.61004)
C (-0.65577, 0.49642, 1.34824)
C (-0.42726, 1.77695, 1.83574)
Cl (1.14093, 2.47671, 1.64300)
C (-1.41481, 2.48640, 2.51502)
Cl (-1.10309, 4.06387, 3.11097)
C (-2.66958, 1.90204, 2.71549)
Cl (-3.89841, 2.76877, 3.53852)
C (-2.92384, 0.60535, 2.26448)
Cl (-4.43884, -0.15129, 2.52840)
Se (2.05716, -1.48468, 1.68794)
Cl (1.10999, 2.08994, -1.85990)
Si (1.79890, 0.69814, -0.54539)
Cl (3.80330, 0.96229, -0.53495)
Cl (0.15557, -1.97661, -1.69010)

Forces on atoms 1 to 3 (eV/Å):
Tc 0.4 -0.3 -0.1
Cl -0.2 -0.1 0.0
C 0.1 0.2 0.0

Calculated values
**2S+1**: 2
**Total energy**: -181827.2195 eV

Results of the natural (NBO) charge analysis, in e, for atoms 1 through 4:
1 Tc -0.126
2 Cl 0.095
3 C -0.056
4 C -0.289



This record from OMol25 describes the molecule C3H7NO2. The level of theory is ωB97M-V/def2-TZVPD.

Positions of all 13 atoms, in Å:
C (-0.14256, 0.22669, 0.20955)
C (-1.46725, 0.12421, -0.49156)
C (0.43582, -0.95417, 0.82331)
O (0.07714, 1.44749, 0.80538)
N (1.12721, 0.02806, -0.92680)
O (2.02324, 0.84639, -0.79094)
H (0.94177, 1.77345, 0.47224)
H (-1.53257, -0.80151, -1.06595)
H (-1.59463, 0.97247, -1.16391)
H (-2.27692, 0.13727, 0.24145)
H (-0.06232, -1.91298, 0.74059)
H (1.15463, -0.81554, 1.62060)
H (1.31645, -1.07185, -0.47396)

Forces on atoms 1 to 3 (eV/Å):
C 0.2 0.0 0.0
C 0.0 0.0 0.0
C 0.2 0.3 -0.5

Calculated values
**Relative energy (zero: lowest compared OMol25 entry of this formula, charge and spin)**: 122.1 kcal/mol
**2S+1**: 1
**Total energy**: -8805.2325 eV

Results of the natural (NBO) charge analysis, in e, for atoms 1 through 4:
1 C 0.308
2 C -0.639
3 C -0.480
4 O -0.708